Record 1
{
  "formula": "C24H43BrP2Sm",
  "method": "ωB97M-V with the def2-TZVPD basis set",
  "species": ["Sm", "C", "C", "C", "C", "C", "C", "H", "H", "H", "C", "H", "H", "H", "C", "H", "H", "H", "C", "H", "H", "H", "C", "H", "H", "H", "C", "C", "C", "C", "C", "C", "C", "C", "H", "H", "H", "H", "H", "H", "H", "H", "H", "H", "H", "H", "P", "P", "C", "C", "H", "H", "H", "H", "C", "H", "H", "H", "C", "H", "H", "H", "C", "H", "H", "H", "C", "H", "H", "H", "Br"],
  "positions_angstrom": [[-0.98, 1.52, -0.25], [-0.04, 0.35, 1.89], [1.04, 0.74, 1.05], [-0.17, 2.64, 1.64], [-0.81, 1.50, 2.24], [0.99, 2.17, 0.88], [-0.17, -0.99, 2.54], [0.70, -1.63, 2.30], [-1.09, -1.51, 2.19], [-0.20, -0.90, 3.64], [-1.86, 1.50, 3.29], [-1.58, 0.81, 4.10], [-2.84, 1.15, 2.93], [-2.00, 2.50, 3.73], [-0.78, 4.01, 1.51], [-1.17, 4.32, 2.49], [-1.62, 4.08, 0.78], [0.00, 4.72, 1.20], [1.58, 2.88, -0.28], [1.89, 3.88, 0.03], [0.89, 2.99, -1.16], [2.46, 2.32, -0.63], [2.01, -0.20, 0.43], [3.04, 0.17, 0.48], [1.76, -0.40, -0.62], [2.00, -1.17, 0.96], [-0.17, -3.25, -1.83], [0.95, -3.32, -1.07], [2.38, -3.26, -1.52], [2.61, -2.73, -2.95], [2.30, -1.27, -3.09], [1.16, -0.72, -3.55], [-0.24, -1.18, -3.29], [-0.35, -2.73, -3.23], [2.87, -4.25, -1.43], [2.11, -3.39, -3.67], [2.92, -2.60, -0.82], [0.29, -3.19, -4.01], [-1.12, -3.52, -1.34], [0.83, -3.47, 0.00], [-1.37, -3.01, -3.53], [-0.70, -0.79, -2.35], [1.20, 0.29, -3.96], [-0.90, -0.81, -4.11], [3.70, -2.82, -3.15], [3.13, -0.60, -2.83], [-0.92, -0.81, -6.41], [-1.06, 2.00, -7.23], [-1.26, -0.61, -8.25], [-1.69, 0.82, -8.55], [-2.06, -1.30, -8.53], [-0.36, -0.89, -8.81], [-1.29, 1.14, -9.52], [-2.78, 0.91, -8.59], [-1.69, 3.46, -8.16], [-1.29, 4.38, -7.72], [-2.79, 3.48, -8.09], [-1.40, 3.39, -9.22], [0.64, 2.02, -7.96], [0.58, 1.98, -9.06], [1.23, 1.16, -7.60], [1.14, 2.95, -7.66], [-2.47, -1.80, -6.18], [-2.63, -2.07, -5.13], [-2.40, -2.70, -6.80], [-3.30, -1.18, -6.52], [0.35, -2.14, -6.62], [0.85, -2.02, -7.58], [-0.15, -3.13, -6.58], [1.10, -2.07, -5.82], [-3.20, -0.06, -0.69]],
  "orbital_gap_ev": [5.1, 6.0],
  "multiplicity": 6,
  "max_force_ha_per_bohr": 0.0683,
  "charge": 1
}

Record 2
{
  "formula": "C7H16N2O",
  "method": "ωB97M-V with the def2-TZVPD basis set",
  "species": ["C", "C", "N", "O", "N", "H", "H", "H", "H", "H", "H", "C", "C", "C", "C", "C", "H", "H", "H", "H", "H", "H", "H", "H", "H", "H"],
  "positions_angstrom": [[0.65, -1.80, 1.74], [1.23, 0.87, -0.33], [1.97, 0.01, -1.09], [0.51, -1.69, 0.33], [1.80, 1.99, -0.04], [1.84, -0.98, -0.86], [2.95, 0.25, -1.10], [1.16, 2.65, 0.41], [1.10, -0.89, 2.15], [1.32, -2.64, 1.96], [-0.31, -1.99, 2.23], [-1.09, 1.49, -1.06], [-0.64, 1.14, 1.38], [-0.94, -1.40, -1.56], [-0.31, 0.63, -0.04], [-0.64, -0.88, -0.15], [-1.50, -1.14, 0.47], [-0.81, 1.25, -2.09], [-2.17, 1.33, -0.96], [-1.35, 0.50, 1.90], [0.25, 1.20, 2.02], [-1.07, 2.15, 1.36], [-0.89, 2.55, -0.92], [-0.14, -1.18, -2.26], [-1.06, -2.49, -1.54], [-1.86, -0.96, -1.96]],
  "orbital_gap_ev": 9.8,
  "de_lowest_kj_mol": 145.4,
  "smiles": "[H]/N=C(/N)C(C)(C)[C@@H](C)OC",
  "max_force_ha_per_bohr": 0.0431
}

Record 3
{
  "formula": "C21H42F6O18P4S",
  "method": "ωB97M-V with the def2-TZVPD basis set",
  "species": ["C", "C", "P", "C", "C", "C", "C", "C", "C", "O", "C", "F", "F", "C", "F", "F", "C", "F", "F", "C", "O", "O", "S", "O", "O", "O", "H", "H", "H", "H", "H", "H", "H", "H", "H", "H", "H", "H", "H", "H", "H", "C", "O", "P", "O", "O", "C", "O", "C", "H", "H", "H", "H", "H", "H", "H", "H", "H", "C", "O", "P", "O", "O", "C", "O", "C", "H", "H", "H", "H", "H", "H", "H", "H", "H", "C", "O", "P", "O", "O", "C", "O", "C", "H", "H", "H", "H", "H", "H", "H", "H", "H"],
  "positions_angstrom": [[9.91, 1.91, -0.34], [9.10, 0.52, -0.80], [7.84, 0.13, 0.60], [8.44, -1.31, 1.72], [6.17, -0.53, -0.16], [5.64, 0.64, -1.17], [4.10, 0.47, -1.70], [3.02, 0.11, -0.50], [1.67, 1.04, -0.50], [1.57, 2.28, -1.04], [0.31, 0.43, 0.25], [0.38, -1.08, 0.24], [0.29, 0.79, 1.72], [-1.10, 1.01, -0.36], [-1.09, 0.99, -1.87], [-1.21, 2.43, 0.07], [-2.45, 0.20, 0.09], [-2.77, -0.77, -1.02], [-2.31, -0.60, 1.33], [-3.78, 1.17, 0.32], [-4.15, 2.15, -0.51], [-4.62, 0.89, 1.51], [3.98, 0.24, 1.12], [4.31, 1.68, 1.57], [3.03, -0.36, 2.22], [5.30, -0.82, 0.99], [10.82, 2.04, -1.09], [9.18, 2.83, -0.45], [10.27, 1.86, 0.79], [8.61, 0.69, -1.86], [9.90, -0.35, -0.79], [7.56, -1.52, 2.49], [8.59, -2.30, 1.11], [9.40, -1.01, 2.36], [6.41, -1.57, -0.68], [5.85, 1.73, -0.73], [6.33, 0.58, -2.14], [4.04, -0.35, -2.54], [3.79, 1.51, -2.17], [2.78, -1.05, -0.63], [-5.00, -0.05, 1.34], [-9.67, -3.65, 2.60], [-8.71, -3.60, 1.57], [-7.15, -3.10, 2.12], [-6.77, -2.70, 0.69], [-6.73, -4.69, 2.36], [-7.15, -5.69, 1.45], [-5.59, -2.61, 2.67], [-5.25, -2.99, 4.00], [-10.62, -4.02, 2.19], [-9.34, -4.33, 3.40], [-9.83, -2.65, 3.01], [-7.30, -5.30, 0.43], [-8.09, -6.13, 1.81], [-6.39, -6.48, 1.41], [-5.02, -4.06, 4.04], [-6.08, -2.76, 4.67], [-4.37, -2.43, 4.30], [-5.48, -1.67, -6.99], [-4.33, -2.42, -7.33], [-2.98, -2.10, -6.30], [-2.03, -2.64, -7.37], [-3.43, -3.35, -5.31], [-3.96, -4.55, -5.86], [-1.63, -1.78, -5.26], [-1.95, -1.45, -3.92], [-6.30, -1.97, -7.65], [-5.76, -1.87, -5.95], [-5.27, -0.61, -7.12], [-3.57, -4.75, -6.87], [-5.05, -4.49, -5.88], [-3.68, -5.38, -5.21], [-2.26, -2.34, -3.37], [-2.74, -0.70, -3.90], [-1.06, -1.05, -3.44], [1.52, 3.23, 2.83], [1.22, 4.12, 3.89], [2.46, 5.30, 4.15], [1.95, 5.53, 5.57], [1.68, 6.34, 3.13], [0.26, 6.42, 3.12], [3.70, 6.48, 4.40], [4.41, 6.89, 3.25], [0.67, 2.55, 2.70], [1.68, 3.79, 1.91], [2.41, 2.65, 3.08], [-0.17, 6.17, 4.10], [-0.13, 5.75, 2.36], [-0.03, 7.44, 2.87], [3.78, 7.55, 2.64], [4.71, 6.02, 2.66], [5.29, 7.44, 3.56]],
  "orbital_gap_ev": 5.5,
  "de_lowest_kj_mol": 1625.8,
  "smiles": "CCP(C)[C@@H]1CC[C@H](C(=O)C(F)(F)C(F)(F)C(F)(F)C(=O)O)S(=O)(=O)O1.COP(=O)(OC)OC.COP(=O)(OC)OC.COP(=O)(OC)OC",
  "max_force_ha_per_bohr": 0.2090
}

Record 4
{
  "formula": "C33H34F2N4O15",
  "method": "ωB97M-V with the def2-TZVPD basis set",
  "species": ["N", "C", "C", "C", "C", "C", "C", "O", "C", "C", "N", "C", "C", "C", "C", "C", "N", "N", "C", "O", "F", "C", "O", "F", "H", "H", "H", "H", "H", "H", "H", "H", "H", "H", "H", "H", "H", "H", "H", "H", "H", "H", "H", "H", "H", "H", "C", "C", "C", "O", "C", "C", "C", "O", "O", "O", "H", "H", "H", "H", "C", "C", "C", "O", "C", "C", "C", "O", "O", "O", "H", "H", "H", "H", "C", "C", "C", "O", "C", "C", "C", "O", "O", "O", "H", "H", "H", "H"],
  "positions_angstrom": [[-0.55, -1.36, -2.26], [-1.42, -2.10, -2.62], [-2.28, -3.32, -3.27], [-1.80, -4.70, -2.53], [-1.67, -4.56, -0.94], [-3.15, -4.40, -0.28], [-3.37, -3.03, 0.52], [-4.48, -3.25, 1.48], [-2.03, -3.33, -4.86], [-2.18, -4.89, -5.33], [-2.23, -6.07, -5.61], [-0.47, -2.97, -5.22], [-0.24, -1.45, -5.69], [-0.63, -1.18, -7.25], [0.53, -0.38, -8.06], [0.15, 1.17, -8.34], [0.84, 2.11, -7.38], [-3.02, -2.58, -5.69], [-4.03, -3.44, -6.34], [-3.97, -3.64, -7.59], [-5.15, -4.05, -5.68], [-3.62, -1.42, -5.03], [-3.23, -0.23, -5.09], [-4.84, -1.61, -4.26], [-3.39, -3.22, -2.97], [-2.55, -5.57, -2.71], [-0.78, -5.08, -2.96], [-0.90, -3.80, -0.57], [-1.28, -5.59, -0.56], [-3.30, -5.27, 0.48], [-3.94, -4.57, -1.10], [-3.76, -2.19, -0.18], [-2.48, -2.69, 1.16], [-5.09, -3.94, 1.13], [-0.23, -3.63, -6.15], [0.26, -3.34, -4.40], [-0.69, -0.66, -4.98], [0.91, -1.27, -5.65], [-0.83, -2.19, -7.80], [-1.59, -0.56, -7.34], [1.54, -0.46, -7.53], [0.66, -0.86, -9.11], [0.55, 1.47, -9.39], [-0.99, 1.31, -8.37], [0.68, 3.06, -7.76], [0.39, 2.09, -6.45], [0.74, 0.47, 2.75], [1.68, 0.11, 3.63], [2.67, -0.96, 3.33], [3.52, -1.24, 4.15], [2.56, -1.64, 2.04], [1.62, -1.29, 1.16], [0.65, -0.20, 1.45], [-0.18, 0.11, 0.62], [1.52, -1.92, -0.05], [1.77, 0.73, 4.85], [0.02, 1.25, 2.96], [3.28, -2.43, 1.84], [0.76, -1.49, -0.51], [2.53, 0.30, 5.30], [-2.21, 5.46, 6.77], [-1.27, 5.10, 7.64], [-0.28, 4.03, 7.33], [0.58, 3.74, 8.15], [-0.39, 3.35, 6.04], [-1.33, 3.70, 5.16], [-2.30, 4.79, 5.46], [-3.14, 5.10, 4.63], [-1.45, 3.07, 3.95], [-1.17, 5.71, 8.86], [-2.92, 6.24, 6.98], [0.32, 2.56, 5.83], [-2.20, 3.51, 3.50], [-0.41, 5.27, 9.31], [4.87, 2.65, 4.93], [4.11, 3.23, 5.87], [4.52, 4.50, 6.53], [3.80, 5.00, 7.37], [5.80, 5.10, 6.13], [6.56, 4.52, 5.19], [6.14, 3.26, 4.52], [6.85, 2.78, 3.65], [7.76, 5.06, 4.82], [2.93, 2.67, 6.26], [4.58, 1.73, 4.44], [6.10, 6.01, 6.63], [8.11, 4.47, 4.13], [2.57, 3.27, 6.95]],
  "orbital_gap_ev": 7.9,
  "smiles": "N#C[C@H](CCCCO)[C@](C#N)(CCCCCN)N(C(=O)F)C(=O)F.O=C1C=C(O)C(=O)C=C1O.O=C1C=C(O)C(=O)C=C1O.O=C1C=C(O)C(=O)C=C1O",
  "max_force_ha_per_bohr": 0.1323
}

Record 5
{
  "formula": "C8H10O2",
  "method": "ωB97M-V with the def2-TZVPD basis set",
  "species": ["C", "C", "C", "C", "C", "C", "C", "C", "H", "H", "H", "H", "H", "H", "H", "H", "H", "H", "O", "O"],
  "positions_angstrom": [[-2.46, 0.70, -0.29], [-2.37, -0.67, -0.52], [-1.35, -1.45, 0.04], [-0.38, -0.81, 0.81], [-0.41, 0.58, 0.97], [-1.46, 1.33, 0.42], [1.72, 0.09, -0.33], [2.70, -0.94, 0.16], [-3.32, 1.26, -0.68], [-3.08, -1.22, -1.12], [-1.38, -2.55, -0.05], [0.38, -1.40, 1.27], [0.40, 1.10, 1.52], [-1.51, 2.42, 0.50], [1.79, 1.94, -1.09], [2.02, -1.89, 0.34], [3.41, -1.05, -0.74], [3.30, -0.63, 1.02], [0.64, -0.18, -0.84], [2.12, 1.31, -0.24]],
  "orbital_gap_ev": 8.3,
  "de_lowest_kj_mol": 295.7,
  "smiles": "c1ccccc1.CC(=O)O",
  "max_force_ha_per_bohr": 0.1122
}

Number 1: E -132102.32275 eV. Number 2: E -12545.76757 eV. Number 3: E -123588.67870 eV. Number 4: E -76872.18247 eV. Number 5: E -12550.59679 eV.